Molecular formula: C6H13BO3
Method: DFT, ωB97M-V/def2-TZVPD

Calculated values
SMILES: CCOB(O)[C@H]1CCOC1
Kohn-Sham gap, eV: 10.1
Energy relative to the best compared isomer or geometry (same formula, charge and spin), kJ/mol: 0.00
E_LUMO, Eh: 0.0203
Spin multiplicity: 1

CARTESIAN COORDINATES (ANGSTROEM)
C1 3.516 0.436 0.204
C2 2.663 -0.716 0.695
O1 1.298 -0.351 0.920
B1 0.496 -0.216 -0.159
O2 0.966 -0.511 -1.425
C3 -0.968 0.340 0.001
C4 -1.973 0.052 -1.114
C5 -3.245 0.488 -0.428
O3 -3.171 -0.160 0.812
C6 -1.789 -0.106 1.225
H1 4.517 0.296 0.599
H2 3.171 1.380 0.606
H3 3.585 0.484 -0.876
H4 3.054 -1.034 1.654
H5 2.763 -1.561 0.023
H6 0.315 -1.039 -1.915
H7 -0.861 1.424 0.105
H8 -1.993 -1.038 -1.216
H9 -1.767 0.445 -2.103
H10 -3.162 1.574 -0.312
H11 -4.148 0.255 -0.976
H12 -1.527 -1.069 1.650
H13 -1.740 0.626 2.029

Here are the Mulliken charges for atoms 1 to 2, given in e: -1.0833, -0.2173

---

Molecular formula: C4H13N2O2
Method: DFT, ωB97M-V/def2-TZVPD

Calculated values
Kohn-Sham gap, eV: 6.9
Net charge: -1
Energy relative to the best compared isomer or geometry (same formula, charge and spin), kJ/mol: 312.41
E_LUMO, Eh: 0.1441
Spin multiplicity: 1

CARTESIAN COORDINATES (ANGSTROEM)
C1 -0.357 0.776 1.565
C2 0.684 1.813 1.050
C3 0.664 2.193 -0.444
N1 0.758 1.259 -1.579
N2 0.282 -0.497 1.544
C4 -0.307 -1.507 0.545
O1 -1.551 -1.640 0.408
H1 -0.686 1.100 2.516
H2 -1.311 0.786 0.815
H3 1.678 1.576 1.146
H4 0.346 2.595 1.776
H5 -0.287 2.714 -0.536
H6 1.594 2.782 -0.773
H7 1.116 0.241 -1.345
H8 -0.183 1.041 -1.937
H9 0.671 -0.749 2.458
H10 0.255 -1.111 -0.402
H11 0.316 -2.416 0.849
H12 -0.337 -1.088 -2.269
H13 -0.157 -2.366 -1.620
O2 -0.250 -2.121 -2.499

Here are the Mulliken charges for atoms 1 to 2, given in e: -0.6630, -0.5390

---

Molecular formula: C4H9N
Method: DFT, ωB97M-V/def2-TZVPD

Calculated values
SMILES: C=C(N)CC
Kohn-Sham gap, eV: 9.5
Energy relative to the best compared isomer or geometry (same formula, charge and spin), kJ/mol: 83.57
E_LUMO, Eh: 0.0399
Spin multiplicity: 1

CARTESIAN COORDINATES (ANGSTROEM)
C1 0.577 0.975 -1.578
C2 -0.124 0.371 -0.592
N1 -1.309 -0.445 -0.962
C3 0.116 0.431 0.920
C4 0.732 -0.857 1.357
H1 1.413 1.627 -1.460
H2 0.177 0.740 -2.543
H3 -2.133 -0.209 -0.363
H4 -1.700 -0.390 -1.907
H5 -0.845 0.461 1.395
H6 0.638 1.249 1.299
H7 0.061 -1.710 1.001
H8 1.665 -1.192 1.018
H9 0.731 -1.050 2.414

Here are the Mulliken charges for atoms 1 to 2, given in e: -0.9799, 0.6481

---

Molecular formula: C21H23BiNO5PS
Method: DFT, ωB97M-V/def2-TZVPD

Calculated values
Kohn-Sham gap, eV: 8.8
Energy relative to the best compared isomer or geometry (same formula, charge and spin), kJ/mol: 64.12
E_LUMO, Eh: -0.0152
Spin multiplicity: 1

CARTESIAN COORDINATES (ANGSTROEM)
Bi1 -2.596 0.387 0.544
O1 -4.627 -1.740 1.579
S1 -3.344 -2.209 1.106
O2 -3.011 -3.585 1.274
O3 -2.263 -1.295 1.841
O4 -3.140 -1.703 -0.324
N1 -1.320 2.146 -1.608
C1 -0.465 1.417 -2.457
C2 -0.274 1.827 -3.778
C3 0.589 1.144 -4.613
C4 1.287 0.038 -4.145
C5 1.070 -0.403 -2.853
C6 0.183 0.258 -1.996
P1 -0.247 -0.501 -0.392
C7 1.054 -0.072 0.800
C8 0.977 -0.621 2.081
C9 1.958 -0.323 3.012
C10 3.008 0.524 2.675
C11 3.081 1.067 1.401
C12 2.104 0.768 0.459
C13 0.061 -2.273 -0.714
C14 -0.793 -3.013 -1.533
C15 -0.471 -4.319 -1.869
C16 0.698 -4.898 -1.400
C17 1.555 -4.165 -0.591
C18 1.242 -2.858 -0.248
H1 -0.876 2.411 -0.725
H2 -1.733 2.947 -2.060
H3 -0.801 2.706 -4.136
H4 0.727 1.484 -5.633
H5 1.975 -0.492 -4.792
H6 1.571 -1.298 -2.506
H7 0.149 -1.273 2.336
H8 1.902 -0.746 4.008
H9 3.773 0.755 3.407
H10 3.900 1.727 1.138
H11 2.161 1.191 -0.537
H12 -1.711 -2.575 -1.888
H13 -1.149 -4.890 -2.493
H14 0.942 -5.921 -1.661
H15 2.470 -4.610 -0.221
H16 1.917 -2.301 0.384
C19 -0.570 4.110 1.699
C20 -1.447 2.931 2.092
C21 -1.256 2.572 3.559
O5 -1.115 1.824 1.271
H17 -0.776 4.975 2.335
H18 -0.741 4.399 0.659
H19 0.480 3.827 1.809
H20 -2.501 3.222 1.940
H21 -0.210 2.299 3.726
H22 -1.878 1.714 3.829
H23 -1.516 3.412 4.207

Here are the Mulliken charges for atoms 1 to 2, given in e: 1.0453, -0.6713

---

Molecular formula: C8H10CoO5S
Method: DFT, ωB97M-V/def2-TZVPD

Calculated values
Kohn-Sham gap (spin up / spin down), eV: 7.2 / 3.7
Net charge: +2
Energy relative to the best compared isomer or geometry (same formula, charge and spin), kJ/mol: 0.00
E_LUMO (spin up / spin down), Eh: -0.2923 / -0.4308
Spin multiplicity: 4

CARTESIAN COORDINATES (ANGSTROEM)
Co1 0.144 0.238 -0.986
O1 0.389 3.058 -0.465
C1 0.268 1.941 -0.736
C2 0.076 -1.482 -0.803
O2 0.060 -2.561 -0.376
C3 1.845 0.088 -0.830
O3 2.979 -0.036 -0.624
C4 -1.573 0.271 -0.787
O4 -2.710 0.239 -0.573
C5 0.198 0.826 -4.912
H1 -0.713 1.449 -4.942
H2 1.165 1.358 -4.920
C6 0.134 -0.514 -4.979
H3 1.047 -1.132 -5.045
H4 -0.831 -1.042 -5.066
C7 -0.467 -1.573 4.113
S1 0.258 -0.545 2.813
C8 -0.433 1.087 3.231
O5 1.732 -0.522 2.999
H5 -1.547 -1.384 4.181
H6 0.061 -1.381 5.051
H7 -0.289 -2.602 3.767
H8 -0.851 1.076 4.242
H9 0.301 1.903 3.141
H10 -1.243 1.240 2.505

Here are the Mulliken charges for atoms 1 to 2, given in e: 0.8948, -0.1663

---

Molecular formula: C3H13NO3S
Method: DFT, ωB97M-V/def2-TZVPD

Calculated values
Kohn-Sham gap (spin up / spin down), eV: 9.2 / 4.2
Net charge: +1
Energy relative to the best compared isomer or geometry (same formula, charge and spin), kJ/mol: 96.63
E_LUMO (spin up / spin down), Eh: -0.1561 / -0.3387
Spin multiplicity: 2

CARTESIAN COORDINATES (ANGSTROEM)
C1 -1.048 -0.271 -0.883
C2 -2.110 0.101 0.170
S1 -2.848 1.673 -0.195
N1 -0.132 -1.243 -0.323
C3 0.874 -1.624 -1.304
O1 1.561 -0.530 -1.950
H1 -0.559 0.662 -1.221
H2 -1.632 -0.679 -1.707
H3 -2.892 -0.648 0.281
H4 -1.680 0.227 1.177
H5 -4.049 1.238 -0.669
H6 0.361 -0.788 0.440
H7 0.415 -2.102 -2.173
H8 1.591 -2.294 -0.830
H9 2.087 -0.138 -1.245
H10 2.241 0.251 3.277
H11 1.049 1.122 2.857
O2 1.412 0.222 2.758
H12 1.916 1.108 1.126
H13 1.345 2.147 0.138
O3 2.096 1.565 0.275

Here are the Mulliken charges for atoms 1 to 2, given in e: -0.5129, -0.3993